No. 1
{"formula": "C15H14N4S", "method": "ωB97M-V/def2-TZVPD", "mol_weight_da": 282.4, "smiles": "C=CCn1c(SC)nnc1-c1ccc2ncccc2c1", "orbital_gap_ev": 7.03, "de_lowest_kj_mol": 1203.9, "elements": ["C", "C", "C", "N", "C", "N", "N", "C", "C", "C", "C", "C", "C", "C", "N", "C", "C", "C", "H", "H", "H", "H", "H", "H", "S", "C", "H", "H", "H", "H", "H", "H", "H", "H"], "coordinates": [[0.68, -1.25, -3.49], [0.06, -0.77, -2.34], [-0.22, -1.65, -1.04], [0.82, -1.51, -0.17], [1.92, -2.23, -0.18], [2.80, -1.71, 0.90], [2.16, -0.68, 1.41], [0.82, -0.73, 0.90], [-0.24, 0.20, 1.14], [-0.31, 1.53, 0.42], [-1.24, 2.33, 0.87], [-1.44, 3.48, 0.11], [-2.66, 4.41, 0.15], [-3.44, 4.01, 1.34], [-3.49, 2.75, 1.86], [-2.22, 2.07, 1.56], [-2.27, 0.89, 2.14], [-1.13, -0.01, 1.99], [-1.22, -0.96, 2.71], [-2.92, 0.60, 3.03], [-4.38, 4.50, 1.48], [-2.44, 5.40, -0.10], [-0.63, 3.96, -0.57], [0.69, 1.84, -0.21], [2.44, -3.64, -0.90], [4.09, -3.81, -0.21], [4.57, -4.61, -1.01], [4.76, -2.99, -0.06], [4.06, -4.17, 0.70], [-1.07, -1.41, -0.77], [-0.12, -2.84, -1.34], [-0.12, 0.07, -2.26], [0.86, -0.67, -4.29], [0.83, -2.41, -3.76]], "lowdin_charge": [0.07, -0.02, -0.09, -0.08, -0.61, -0.01, 0.05, -0.24, -0.21, 0.09, -0.34, 0.04, 0.02, -0.13, 0.13, -0.31, 0.02, -0.04, 0.18, 0.14, 0.08, 0.06, 0.14, 0.20, 0.91, -0.39, 0.11, 0.03, -0.04, 0.03, 0.17, -0.06, -0.01, 0.11]}

No. 2
{"formula": "C15H14N6S", "method": "ωB97M-V/def2-TZVPD", "mol_weight_da": 310.4, "smiles": "Nc1nc(CSc2ccccn2)nc(Nc2ccccc2)n1", "orbital_gap_ev": 8.93, "elements": ["N", "C", "N", "C", "N", "C", "N", "C", "H", "H", "S", "C", "N", "C", "C", "C", "C", "H", "H", "H", "H", "N", "C", "C", "C", "C", "C", "C", "H", "H", "H", "H", "H", "H", "H", "H"], "coordinates": [[-1.91, -3.49, 0.43], [-1.18, -2.47, -0.05], [0.06, -2.31, 0.41], [0.74, -1.30, -0.13], [0.24, -0.46, -1.04], [-1.01, -0.68, -1.38], [-1.77, -1.67, -0.95], [-1.60, 0.26, -2.40], [-1.05, 1.20, -2.38], [-1.56, -0.19, -3.39], [-3.35, 0.56, -2.07], [-3.27, 0.93, -0.36], [-2.07, 1.02, 0.17], [-1.96, 1.25, 1.47], [-3.06, 1.41, 2.30], [-4.32, 1.33, 1.73], [-4.45, 1.09, 0.38], [-5.40, 1.02, -0.11], [-5.21, 1.46, 2.34], [-2.93, 1.59, 3.35], [-0.95, 1.31, 1.84], [2.00, -1.17, 0.33], [2.99, -0.24, 0.04], [4.24, -0.40, 0.65], [5.26, 0.49, 0.40], [5.06, 1.56, -0.45], [3.82, 1.73, -1.05], [2.79, 0.84, -0.82], [1.83, 0.97, -1.28], [3.66, 2.57, -1.72], [5.86, 2.26, -0.64], [6.22, 0.35, 0.88], [4.40, -1.24, 1.31], [2.25, -1.89, 1.00], [-1.52, -4.09, 1.13], [-2.85, -3.60, 0.11]], "lowdin_charge": [0.16, -0.46, 0.17, -0.37, 0.17, -0.45, 0.15, -0.38, 0.08, 0.09, 0.96, -0.61, 0.05, -0.13, -0.07, -0.07, -0.09, 0.10, 0.11, 0.10, 0.11, 0.13, -0.23, -0.04, -0.10, -0.11, -0.09, -0.03, 0.08, 0.10, 0.10, 0.10, 0.11, 0.14, 0.10, 0.10]}

No. 3
{"formula": "C15H15Cl2MoN4O6S", "method": "ωB97M-V/def2-TZVPD", "total_charge": 1, "multiplicity": 3, "mol_weight_da": 546.2, "orbital_gap_ev": [7.81, 7.27], "de_lowest_kj_mol": 12.0, "elements": ["Mo", "O", "C", "O", "C", "C", "C", "C", "C", "N", "C", "O", "O", "H", "H", "H", "C", "O", "C", "O", "N", "N", "H", "H", "H", "H", "H", "H", "S", "C", "C", "C", "C", "C", "N", "H", "H", "H", "H", "Cl", "C", "Cl", "H", "H"], "coordinates": [[-0.10, 0.32, -0.04], [3.03, 1.53, -2.43], [2.01, 1.45, -1.81], [1.76, 0.60, -0.82], [0.84, 2.38, -2.03], [0.78, 3.45, -2.89], [-0.37, 4.23, -2.87], [-1.40, 3.95, -1.98], [-1.24, 2.87, -1.14], [-0.15, 2.11, -1.20], [-2.18, 2.40, -0.06], [-3.27, 2.85, 0.13], [-1.62, 1.41, 0.64], [1.61, 3.65, -3.55], [-0.46, 5.08, -3.54], [-2.30, 4.54, -1.91], [-0.61, -1.96, 3.92], [-1.89, -1.87, 3.26], [-1.92, -1.30, 2.07], [-0.87, -0.92, 1.53], [-3.15, -1.21, 1.59], [-3.41, -0.68, 0.33], [-0.81, -2.47, 4.85], [-0.22, -0.96, 4.10], [0.09, -2.53, 3.30], [-3.90, -1.54, 2.19], [-3.94, 0.18, 0.42], [-3.90, -1.36, -0.24], [-0.89, -0.79, -2.04], [0.31, -1.97, -1.56], [0.76, -3.08, -2.28], [1.73, -3.87, -1.70], [2.24, -3.55, -0.44], [1.75, -2.43, 0.20], [0.80, -1.68, -0.36], [0.35, -3.29, -3.26], [2.10, -4.73, -2.23], [3.00, -4.15, 0.03], [2.11, -2.12, 1.18], [2.92, -0.28, 3.08], [2.81, 1.14, 2.06], [1.12, 1.75, 1.94], [3.12, 0.91, 1.05], [3.38, 1.95, 2.51]], "lowdin_charge": [1.53, 0.15, -0.53, -0.26, -0.16, 0.06, 0.01, 0.05, -0.15, -0.02, -0.52, 0.15, -0.27, 0.14, 0.13, 0.14, 0.00, 0.01, -0.51, -0.12, 0.04, 0.06, 0.10, 0.09, 0.09, 0.17, 0.10, 0.11, 0.69, -0.70, -0.05, -0.03, -0.03, -0.10, -0.14, 0.12, 0.12, 0.11, 0.08, 0.59, -0.92, 0.63, 0.02, 0.04]}

No. 4
{"formula": "C15H15Cl3FNOSiV", "method": "ωB97M-V/def2-TZVPD", "total_charge": 1, "multiplicity": 3, "mol_weight_da": 429.7, "orbital_gap_ev": [7.24, 7.76], "de_lowest_kj_mol": 36.0, "elements": ["V", "Cl", "C", "C", "C", "Cl", "C", "O", "C", "Cl", "C", "H", "H", "C", "Si", "C", "C", "N", "C", "C", "C", "C", "C", "C", "F", "H", "H", "H", "H", "H", "H", "H", "H", "H", "H", "H", "H", "H"], "coordinates": [[0.23, 0.89, 0.55], [-4.43, 5.36, 3.56], [-3.57, 4.11, 2.74], [-2.18, 4.16, 2.72], [-1.54, 3.14, 2.05], [0.21, 3.06, 1.93], [-2.21, 2.11, 1.42], [-1.44, 1.17, 0.80], [-3.59, 2.08, 1.45], [-4.45, 0.81, 0.69], [-4.27, 3.09, 2.12], [-1.63, 4.96, 3.20], [-5.35, 3.07, 2.15], [-0.01, -1.84, -3.01], [-0.26, -1.87, -1.17], [-2.02, -1.40, -0.81], [0.09, -3.51, -0.37], [0.81, -0.61, -0.42], [2.21, -0.74, -0.55], [2.92, -1.74, -1.21], [4.31, -1.71, -1.25], [5.04, -0.70, -0.64], [4.37, 0.32, 0.03], [3.01, 0.23, 0.03], [2.25, 1.23, 0.69], [-0.78, -2.46, -3.47], [0.96, -2.20, -3.36], [-0.14, -0.82, -3.39], [-2.65, -2.17, -1.27], [-2.31, -0.44, -1.24], [-2.25, -1.39, 0.26], [-0.67, -4.22, -0.69], [0.02, -3.42, 0.71], [1.07, -3.94, -0.61], [2.40, -2.55, -1.70], [4.83, -2.50, -1.77], [6.12, -0.70, -0.68], [4.88, 1.13, 0.53]], "lowdin_charge": [1.02, 0.74, -0.65, -0.09, -0.50, 0.84, -0.38, -0.26, -0.57, 0.79, -0.09, 0.12, 0.12, -0.15, 0.44, -0.19, -0.15, -0.17, -0.28, -0.02, -0.05, -0.05, 0.01, -0.17, -0.09, 0.05, 0.03, 0.04, 0.05, 0.03, 0.03, 0.05, 0.04, 0.03, 0.09, 0.12, 0.12, 0.13]}

No. 5
{"formula": "C15H15Cl3IIrNO3P", "method": "ωB97M-V/def2-TZVPD", "total_charge": 3, "multiplicity": 6, "mol_weight_da": 713.7, "orbital_gap_ev": [8.24, 6.08], "de_lowest_kj_mol": 36.8, "elements": ["Ir", "I", "C", "C", "C", "C", "C", "C", "C", "C", "C", "C", "H", "H", "H", "H", "H", "H", "C", "O", "P", "O", "C", "O", "C", "H", "H", "H", "H", "H", "H", "H", "H", "H", "Cl", "C", "Cl", "Cl", "C", "N"], "coordinates": [[0.12, 0.03, 1.04], [-0.54, -1.35, 3.48], [-1.23, -2.88, 2.29], [-1.66, -4.04, 2.94], [-2.15, -5.09, 2.20], [-2.22, -4.99, 0.81], [-1.79, -3.82, 0.14], [-1.89, -3.75, -1.26], [-1.47, -2.61, -1.93], [-0.95, -1.54, -1.22], [-0.83, -1.56, 0.19], [-1.27, -2.72, 0.88], [-1.60, -4.11, 4.02], [-2.48, -6.00, 2.70], [-2.62, -5.81, 0.23], [-2.29, -4.59, -1.81], [-1.56, -2.56, -3.01], [-0.63, -0.67, -1.77], [2.10, 4.14, -3.28], [2.24, 2.91, -2.44], [1.25, 2.35, -1.41], [1.72, 0.87, -1.11], [3.13, 0.40, -1.27], [-0.19, 2.31, -1.99], [-1.49, 2.62, -1.38], [2.04, 5.00, -2.63], [1.22, 4.01, -3.91], [3.02, 4.15, -3.87], [3.73, 1.19, -1.72], [3.06, -0.47, -1.93], [3.49, 0.13, -0.28], [-2.22, 2.30, -2.11], [-1.55, 3.69, -1.21], [-1.60, 2.06, -0.46], [0.17, 3.71, 5.11], [1.30, 3.73, 3.77], [1.20, 5.21, 2.84], [2.95, 3.39, 4.29], [0.91, 2.62, 2.87], [0.59, 1.75, 2.19]], "lowdin_charge": [1.09, 1.24, -0.57, -0.08, 0.03, 0.11, -0.14, 0.08, 0.01, -0.08, -0.30, -0.25, 0.12, 0.15, 0.15, 0.15, 0.14, 0.09, 0.04, -0.24, 0.81, -0.37, 0.02, -0.24, 0.00, 0.11, 0.10, 0.11, 0.09, 0.11, 0.10, 0.11, 0.11, 0.06, 0.71, -1.64, 0.69, 0.71, -0.31, -0.01]}

No. 6
{"formula": "C15H15ClN2O3S2", "method": "ωB97M-V/def2-TZVPD", "mol_weight_da": 370.9, "smiles": "CCOC(=O)CSc1ncc(OC)c(Sc2ccc(Cl)cc2)n1", "orbital_gap_ev": 8.86, "de_lowest_kj_mol": 115.9, "elements": ["C", "C", "H", "H", "O", "C", "O", "C", "H", "H", "S", "C", "N", "C", "C", "C", "N", "S", "C", "C", "C", "C", "C", "C", "H", "H", "Cl", "H", "H", "O", "C", "H", "H", "H", "H", "H", "H", "H"], "coordinates": [[2.66, 3.46, -1.73], [3.41, 2.29, -1.11], [3.36, 1.42, -1.77], [4.45, 2.55, -0.91], [2.85, 1.94, 0.16], [1.78, 1.16, 0.17], [1.28, 0.68, -0.82], [1.28, 0.96, 1.58], [2.03, 1.25, 2.30], [0.92, -0.06, 1.72], [-0.15, 2.07, 1.83], [-1.44, 1.10, 1.14], [-2.61, 1.70, 1.01], [-3.60, 0.98, 0.50], [-3.44, -0.35, 0.11], [-2.14, -0.87, 0.29], [-1.16, -0.16, 0.82], [-1.82, -2.52, -0.20], [-0.04, -2.51, 0.05], [0.47, -2.69, 1.33], [1.84, -2.62, 1.53], [2.67, -2.39, 0.45], [2.16, -2.24, -0.83], [0.79, -2.30, -1.03], [0.38, -2.16, -2.01], [2.82, -2.06, -1.66], [4.37, -2.26, 0.70], [2.25, -2.75, 2.52], [-0.20, -2.87, 2.16], [-4.36, -1.17, -0.42], [-5.66, -0.66, -0.62], [-5.66, 0.18, -1.31], [-6.23, -1.48, -1.05], [-6.12, -0.36, 0.33], [-4.54, 1.50, 0.42], [2.66, 4.31, -1.06], [1.63, 3.18, -1.93], [3.13, 3.74, -2.67]], "lowdin_charge": [-0.06, -0.21, 0.12, 0.12, -0.01, -0.57, 0.10, -0.34, 0.09, 0.06, 1.01, -0.67, 0.07, -0.06, -0.28, -0.48, 0.08, 1.07, -0.52, -0.10, -0.11, -0.68, -0.11, -0.09, 0.11, 0.11, 0.68, 0.11, 0.11, -0.12, -0.07, 0.10, 0.10, 0.10, 0.11, 0.08, 0.08, 0.08]}